No. 1
79
Properties=species:S:1:pos:R:3:forces:R:3 method="wB97M-V/def2-TZVPD" homo_energy_ev=-4.39 charge=-1 homo_lumo_gap_ev=6.811 relative_energy_kcal_mol=54.72 largest_force_ev_per_a=1.07
Ir -0.724926 -0.948239 -0.517298 0.28 0.12 -0.03
C -2.509538 -2.277256 -4.044379 -0.02 -0.15 0.06
C -1.092848 -2.460971 -3.637379 0.08 0.07 -0.04
N -0.489915 -2.061540 -2.528154 -0.91 -0.24 0.50
C 0.805724 -2.480967 -2.604631 0.03 0.12 0.06
C 1.021243 -3.137934 -3.778274 -0.06 0.01 -0.13
N -0.191879 -3.111477 -4.414415 0.01 0.00 0.05
C 2.182650 -3.792966 -4.415879 -0.01 0.00 -0.01
O 3.324271 -3.729019 -3.765155 -0.03 -0.04 -0.02
O 2.048524 -4.345536 -5.487322 0.04 0.03 0.02
C 1.689227 -2.221780 -1.455575 0.22 -0.35 -0.09
O 2.898079 -2.504516 -1.517342 -0.12 -0.02 0.02
O 1.103911 -1.754606 -0.430280 0.92 0.19 -0.02
H -2.962648 -1.480991 -3.460722 0.05 0.02 -0.08
H -3.066892 -3.204667 -3.891766 0.02 -0.01 0.01
H -2.563919 -2.018828 -5.102861 -0.01 0.01 0.01
H -0.347210 -3.544882 -5.310331 -0.03 0.04 -0.03
H 3.215763 -3.245497 -2.879714 0.04 0.03 0.04
N -2.713908 0.147250 0.460584 -0.26 -0.33 -0.55
C -3.889507 0.395658 -0.362044 -0.06 0.03 0.08
C -3.567369 0.222269 -1.851202 0.31 0.02 -0.13
O -4.501047 0.326845 -2.657106 -0.01 -0.05 0.06
O -2.351016 -0.020798 -2.103073 -0.44 0.61 -0.46
H -2.912451 -0.367643 1.307122 0.05 0.03 0.04
H -2.193834 0.979042 0.691582 0.15 -0.05 0.09
H -4.284283 1.409126 -0.247338 -0.03 -0.01 0.10
H -4.693733 -0.293302 -0.103170 -0.02 0.01 0.01
Br -3.183107 -6.429173 2.384493 -0.01 -0.05 0.01
C -2.466478 -4.868499 1.560265 0.05 0.00 0.01
C -3.301404 -4.030924 0.846474 -0.02 0.07 -0.01
C -2.771734 -2.888249 0.258874 0.08 -0.10 0.04
C -1.412237 -2.555897 0.373611 -0.07 -0.46 -0.10
C -0.596452 -3.443105 1.096538 -0.21 0.14 0.00
C -1.117705 -4.587318 1.685761 0.01 0.00 0.02
H -4.352903 -4.265751 0.741678 0.00 0.01 0.00
H -3.433311 -2.252418 -0.316236 0.02 -0.02 -0.04
H 0.458075 -3.234822 1.203531 0.02 0.01 0.01
H -0.472773 -5.258702 2.238112 0.00 0.01 0.01
C 1.774014 0.776964 3.583454 -0.01 -0.02 -0.02
C 2.287552 1.105480 2.171386 -0.02 0.07 -0.02
C 3.411764 2.143673 2.263702 0.02 -0.07 0.09
C 2.875331 -0.208675 1.637901 0.02 -0.05 -0.01
P 0.782998 1.562414 1.097777 0.02 -0.06 -0.07
N -0.096957 0.345729 0.813971 -0.18 0.35 0.47
C 1.424562 2.390581 -0.493291 -0.05 -0.10 0.10
C 0.289924 2.437175 -1.529364 0.04 0.01 -0.02
C 2.009630 3.798123 -0.344664 0.03 0.01 -0.06
C 2.496912 1.455762 -1.076910 0.00 0.05 -0.06
C -0.219697 2.869705 2.079489 0.05 -0.02 -0.03
C 0.576007 3.969029 2.793973 -0.02 0.03 -0.03
C -1.184672 3.576908 1.113180 -0.01 -0.03 0.01
C -1.087417 2.119893 3.111009 0.03 0.06 0.00
H 2.566058 0.247167 4.120679 -0.01 0.02 0.01
H 0.903825 0.119377 3.538463 0.02 0.00 -0.01
H 1.520086 1.657437 4.169940 -0.02 0.05 -0.02
H 4.138225 1.801529 3.009776 -0.01 0.01 -0.02
H 3.072177 3.131885 2.569273 -0.02 0.01 0.02
H 3.948201 2.242335 1.320345 -0.01 0.01 0.02
H 3.534227 -0.628855 2.404962 0.02 0.02 -0.02
H 3.466923 -0.082387 0.733395 -0.03 -0.01 0.04
H 2.092215 -0.930763 1.415529 0.02 0.03 0.05
H -0.467567 3.184750 -1.307509 0.01 -0.02 -0.01
H -0.221102 1.479282 -1.643788 -0.01 -0.02 0.00
H 0.725575 2.687035 -2.501892 -0.02 0.02 0.02
H 1.254302 4.534989 -0.074163 0.00 0.00 -0.02
H 2.427933 4.106958 -1.309063 -0.01 -0.01 0.01
H 2.811552 3.849071 0.389459 0.01 -0.01 -0.01
H 2.190177 0.410738 -1.021781 0.00 0.03 -0.02
H 3.458554 1.558297 -0.575405 -0.02 -0.01 -0.01
H 2.645927 1.704825 -2.131703 0.03 0.03 0.02
H 1.202671 4.540937 2.109284 -0.01 0.00 0.02
H 1.207229 3.584873 3.591708 0.01 -0.04 0.02
H -0.130729 4.670014 3.252557 0.01 -0.01 -0.01
H -0.675643 4.272191 0.448335 0.00 -0.01 0.02
H -1.902137 4.155523 1.702251 0.00 0.00 -0.01
H -1.749549 2.879392 0.494650 0.00 0.00 0.00
H -0.579399 2.001172 4.066210 0.03 -0.02 -0.01
H -1.357713 1.129872 2.744886 -0.02 0.00 0.00
H -2.004406 2.687676 3.295007 0.02 0.00 0.02

No. 2
99
Properties=species:S:1:pos:R:3:forces:R:3 method="wB97M-V/def2-TZVPD" homo_energy_ev=-3.58 charge=-1 homo_lumo_gap_ev=5.425 largest_force_ev_per_a=4.40
C 8.018807 1.201022 -0.053135 -1.18 0.16 0.39
C 6.365512 1.158871 -0.186279 0.15 0.32 -0.85
C 5.849024 0.183983 -1.436100 0.41 0.28 0.57
C 5.447255 -1.320890 -0.889130 0.02 0.32 -0.05
C 3.862843 -1.709450 -1.079836 -0.17 -0.39 0.75
C 3.267242 -2.318180 0.340511 -0.57 -1.04 -0.62
C 2.341276 -3.678831 0.081164 0.42 1.43 0.80
C 1.445259 -3.976068 1.425837 0.03 -1.05 -0.94
C -0.059983 -4.429562 0.961155 -0.62 -0.35 1.65
C -1.154981 -3.225479 1.156554 -0.92 -0.96 -0.52
C -1.609744 -2.499515 -0.277088 1.25 0.01 1.36
C -2.141069 -1.007282 0.121891 1.45 0.85 -0.18
P -3.834536 -0.525495 -0.700291 -1.38 -1.68 1.24
C -4.944731 -0.644151 0.819875 -1.71 0.10 1.98
C -4.545119 0.025881 2.215484 -1.28 0.05 1.96
C -4.480137 1.658446 2.313499 0.65 0.09 0.98
C -2.906281 2.047357 2.646511 0.15 0.74 0.01
C -2.387523 3.431833 1.937156 -0.07 -0.70 1.43
O -0.922375 3.524844 2.249923 -0.89 0.71 -2.49
C -0.177882 4.069210 1.103909 1.44 0.32 0.35
P -2.721061 -0.828381 -2.551590 -0.61 1.62 -4.04
N -3.404729 -0.110034 -3.868801 0.44 -1.71 -0.22
O -5.343446 -0.323577 -1.617544 0.16 2.40 -1.63
C -5.746855 1.050419 -1.952045 -0.45 -1.01 2.19
C -4.578810 2.030269 -1.352336 -1.78 0.50 -1.84
C -4.201534 2.961188 -2.646338 0.69 0.94 0.13
C -2.789929 3.783401 -2.513087 -0.75 0.79 -1.65
C -2.113550 3.775581 -4.042265 -1.07 -0.27 0.03
N -0.797138 4.529709 -4.111255 -0.70 -1.05 1.14
O -3.544814 1.233839 -0.674407 -1.81 0.99 -1.40
H 8.248814 1.840650 0.915969 -0.08 -1.26 -2.22
H 8.470384 0.126153 0.089455 -0.90 2.09 -0.37
H 8.425893 1.712823 -1.029375 -0.56 -1.02 2.13
H 5.865066 0.845828 0.840960 0.97 0.64 -2.20
H 6.012802 2.257075 -0.488348 0.77 -2.25 0.95
H 4.922198 0.720006 -1.932221 1.88 -1.28 0.88
H 6.746420 0.134723 -2.217327 -2.05 0.10 1.56
H 6.106756 -2.141810 -1.426329 -1.29 1.68 1.22
H 5.683781 -1.327270 0.277102 -0.40 -0.14 -2.55
H 3.196234 -0.787789 -1.373598 1.47 -1.71 0.48
H 3.722923 -2.531809 -1.913351 0.36 1.69 1.61
H 4.150627 -2.675187 1.049621 -1.87 1.08 -1.36
H 2.551540 -1.545007 0.861333 1.70 -1.37 -0.88
H 3.108452 -4.547388 -0.141615 -1.85 1.57 0.22
H 1.590617 -3.474897 -0.803556 1.72 -0.53 1.60
H 1.343856 -3.047712 2.147279 0.42 -1.83 -1.55
H 1.977194 -4.875709 1.998571 -1.24 2.02 -1.00
H -0.135188 -4.836599 -0.135017 0.43 0.78 1.99
H -0.394852 -5.307672 1.686891 0.73 1.92 -1.78
H -2.145989 -3.716857 1.592562 2.03 1.05 -0.81
H -0.789344 -2.462438 1.964474 -0.56 -1.27 -1.72
H -0.635704 -2.421507 -0.948512 -1.97 -0.10 1.20
H -2.374918 -3.180671 -0.839737 1.30 1.38 1.23
H -2.093729 -0.861169 1.268224 -0.15 -0.35 -1.85
H -1.357465 -0.236225 -0.344307 -1.50 -1.49 1.24
H -4.167406 -1.946970 -0.868948 0.47 0.15 -0.22
H -6.018857 -0.224221 0.506773 2.30 -0.76 0.89
H -5.145727 -1.805133 1.020945 0.61 2.43 -0.39
H -3.570312 -0.382211 2.760665 -1.95 0.67 -1.51
H -5.415859 -0.275649 2.982370 1.76 0.48 -1.57
H -5.097993 2.018748 3.269378 1.20 -0.83 -2.08
H -4.935545 2.236491 1.404267 1.13 -1.31 1.51
H -2.136672 1.206708 2.357243 -1.73 1.59 0.33
H -2.827090 2.178633 3.826893 0.00 -0.20 -2.49
H -2.882062 4.324407 2.524065 0.72 -1.48 -1.56
H -2.574666 3.444444 0.782309 0.23 -0.09 2.24
H 0.767685 4.634139 1.563912 -2.06 -1.11 -0.98
H 0.284326 3.220507 0.406185 -1.34 1.66 1.35
H -0.797548 4.846380 0.486257 1.07 -1.54 1.09
H -1.353290 -0.290015 -2.520249 -0.43 -0.83 0.42
H -2.685098 -2.242329 -2.838875 0.54 0.55 0.53
H -3.653587 -0.882928 -4.542735 0.25 1.22 0.86
H -6.679504 1.227412 -1.248589 1.31 -0.11 -1.53
H -6.072446 1.255416 -3.076926 1.14 -0.72 2.30
H -5.209098 2.791671 -0.685804 1.94 -1.68 -0.51
H -5.065289 3.779943 -2.731431 1.67 -1.81 0.30
H -4.192425 2.403847 -3.678104 0.06 0.54 2.31
H -3.071089 4.925140 -2.312120 0.86 -2.32 -0.08
H -2.063421 3.381985 -1.688571 -1.35 0.59 -1.68
H -2.031192 2.653981 -4.405984 0.07 2.25 0.82
H -2.836526 4.304196 -4.830785 1.17 -1.13 1.95
H -0.061384 3.792798 -4.007269 -0.66 1.31 0.32
H -0.823226 5.173296 -3.271267 0.57 -1.17 -1.27
C -2.900253 -7.286198 1.348653 0.66 0.49 0.38
O -2.004787 -6.679291 1.914676 -0.21 -0.28 0.09
N -4.090915 -7.530211 1.925035 -1.18 -0.13 1.05
N -2.776368 -7.765269 0.097746 0.58 -0.44 -1.35
H -4.840380 -8.028132 1.475016 0.15 0.15 0.07
H -4.225658 -7.186433 2.866954 0.03 -0.11 -0.40
H -1.895349 -7.603204 -0.372367 -0.37 -0.02 0.16
H -3.502318 -8.267448 -0.384983 0.14 0.15 0.10
C 9.167177 4.561786 2.184369 0.15 -0.13 -0.95
O 9.513629 4.451868 1.018836 0.03 0.03 0.05
N 7.968651 4.143627 2.629467 -1.36 -0.58 0.08
N 9.953101 5.110964 3.127954 1.25 0.71 0.81
H 7.665513 4.225565 3.585258 0.05 -0.02 -0.20
H 7.346285 3.724028 1.951127 0.18 0.16 0.27
H 10.864156 5.438909 2.834871 -0.38 -0.13 0.14
H 9.685458 5.210253 4.092694 0.04 -0.03 -0.21

No. 3
89
Properties=species:S:1:pos:R:3:forces:R:3 method="wB97M-V/def2-TZVPD" multiplicity=6 homo_energy_ev="-2.64 / -4.97" charge=-1 s_squared=8.831 homo_lumo_gap_ev="4.685 / 5.599" relative_energy_kcal_mol=10.75 largest_force_ev_per_a=0.58
Ir 0.313563 1.003986 -1.146965 -0.38 0.35 -0.27
C 3.694288 -0.438295 -1.881784 0.00 0.03 0.02
N 2.349468 -0.937139 -1.673809 0.00 0.00 -0.01
C 1.688232 -1.299517 -2.908248 -0.03 0.01 -0.02
C 1.383975 -0.068795 -3.785372 0.02 0.02 0.07
N 1.144882 1.139260 -2.994555 0.22 -0.28 -0.19
C 1.525594 2.321059 -3.634474 -0.15 0.04 0.01
C 0.846209 2.765572 -4.771917 0.03 0.08 0.07
F -0.158988 2.032177 -5.264551 -0.04 -0.03 -0.03
C 1.179587 3.937623 -5.418961 0.03 0.01 0.05
F 0.502576 4.332231 -6.502417 -0.02 0.01 -0.04
C 2.222442 4.712263 -4.940362 -0.02 -0.03 0.00
F 2.548535 5.850456 -5.557525 0.01 0.04 -0.03
C 2.929269 4.294876 -3.831878 0.00 -0.04 0.00
F 3.953145 5.022997 -3.386555 0.00 0.00 0.01
C 2.585335 3.113145 -3.198039 0.02 -0.01 -0.11
F 3.323538 2.731713 -2.153543 0.02 -0.02 0.01
C 2.257159 -1.934878 -0.630569 0.03 0.04 -0.02
C 2.700459 -1.381681 0.720956 0.02 0.00 0.07
N 2.042736 -0.107620 1.062808 0.07 -0.11 -0.12
C 2.428384 0.575300 2.205811 0.08 0.07 0.05
C 3.775997 0.667674 2.607764 -0.04 0.05 -0.05
F 4.768262 0.141988 1.863255 -0.06 -0.06 -0.09
C 4.198530 1.356862 3.728140 -0.04 -0.01 0.00
F 5.500874 1.386046 4.025006 0.04 0.00 0.01
C 3.299911 2.039478 4.518523 -0.03 0.00 -0.05
F 3.703977 2.714461 5.598249 0.00 0.01 0.04
C 1.973117 2.014938 4.144790 0.05 -0.03 -0.02
F 1.070651 2.670505 4.876777 -0.03 0.02 0.02
C 1.551770 1.306069 3.033482 0.01 -0.05 0.04
F 0.236733 1.385840 2.789973 -0.01 -0.01 0.03
H 4.396368 -1.255296 -2.119894 0.00 0.00 0.00
H 4.048637 0.091187 -0.998334 0.00 0.00 0.00
H 3.698130 0.275155 -2.701439 0.00 0.02 -0.01
H 0.758199 -1.808822 -2.648554 -0.01 0.02 0.04
H 2.287229 -2.009923 -3.504224 -0.03 -0.01 -0.02
H 0.510280 -0.315330 -4.400313 0.05 0.02 -0.05
H 2.208348 0.110649 -4.483728 0.06 0.02 0.06
H 2.894371 -2.815101 -0.833314 0.00 0.02 -0.02
H 1.223975 -2.276428 -0.594642 -0.01 -0.01 0.04
H 3.771276 -1.232002 0.675873 0.07 0.01 0.10
H 2.511893 -2.144012 1.490191 -0.09 0.02 -0.03
C -2.669979 1.570288 1.000773 -0.01 0.03 0.05
N -3.368122 1.464594 -0.253871 0.02 -0.12 0.04
C -3.267158 2.390692 -1.295165 0.10 0.14 -0.12
Se -1.515257 2.951907 -1.959354 -0.01 -0.06 0.09
N -4.236074 1.957138 -2.216842 -0.06 -0.04 0.00
C -4.960513 0.897639 -1.730278 0.00 -0.06 0.06
C -6.036126 0.185116 -2.225895 0.01 0.01 -0.01
C -6.539905 -0.860990 -1.441240 -0.01 -0.01 0.00
C -5.984341 -1.171031 -0.211523 0.00 0.00 0.01
C -4.895295 -0.450498 0.295299 0.02 0.02 -0.02
C -4.396759 0.580392 -0.477907 -0.04 -0.02 -0.04
H -2.001325 2.427976 0.959652 0.01 -0.03 -0.02
H -2.080553 0.670707 1.189241 -0.01 0.01 0.01
H -3.383726 1.707477 1.820486 0.00 0.02 -0.01
H -4.366848 2.404019 -3.103254 0.00 0.01 -0.03
H -6.474740 0.423523 -3.186751 0.01 0.01 0.00
H -7.381607 -1.435505 -1.807440 0.01 0.00 0.00
H -6.394023 -1.987294 0.369725 0.00 0.00 0.00
H -4.443302 -0.705165 1.244858 0.00 0.00 0.00
C 0.857656 -4.560130 5.812023 -0.04 0.11 0.03
C -0.520355 -4.918631 6.308248 0.07 -0.02 -0.21
O -0.766783 -5.181658 7.452113 -0.03 -0.13 0.06
S -1.829779 -5.077003 5.069287 -0.10 0.18 0.17
C -1.384609 -3.829604 3.892552 0.09 -0.18 -0.01
C -0.997285 -4.184041 2.597998 0.01 0.01 -0.01
C -0.620270 -3.218824 1.692619 0.02 -0.01 0.01
C -0.581740 -1.847277 2.061842 -0.10 -0.04 -0.20
C -1.033863 -1.503157 3.363957 -0.05 0.00 0.02
C -1.425542 -2.479187 4.251594 -0.04 0.07 -0.04
C -0.163052 -0.893830 1.151113 0.28 0.09 0.32
C 0.656261 -0.054681 0.580110 -0.27 -0.20 0.00
H 1.517800 -4.445161 6.668586 0.00 -0.02 -0.01
H 0.842757 -3.647697 5.219057 0.01 0.01 0.01
H 1.211887 -5.363293 5.164441 0.01 0.00 0.00
H -0.992261 -5.228286 2.310810 0.00 0.00 0.01
H -0.349947 -3.496181 0.682273 0.01 0.02 0.00
H -1.072221 -0.461385 3.650175 0.04 0.02 0.00
H -1.765841 -2.200821 5.241933 0.00 -0.02 0.00
S 1.079669 2.802488 0.156150 0.33 0.24 0.19
C 1.177357 4.226538 -0.746576 -0.08 -0.01 0.00
N 1.299143 5.221075 -1.324491 0.00 -0.03 0.02
C -1.815268 -0.280049 -3.034458 0.03 -0.04 -0.01
C -1.206329 -0.306097 -1.640724 -0.04 -0.13 0.11
O -1.620710 -1.139914 -0.864861 -0.04 0.00 -0.07
H -1.571672 -1.234850 -3.510819 0.01 0.02 -0.02
H -1.479184 0.559051 -3.633756 0.01 -0.01 -0.01
H -2.899095 -0.247043 -2.917351 -0.01 0.00 0.00